# C16H28N4

A cluster of 4 separate species, C16H28N4 in total (wB97M-V/def2-TZVPD, the Open Molecules 2025 dataset).

```
48
C16H28N4 (wB97M-V/def2-TZVPD)
H 2.24 0.64 5.84
H -1.30 2.10 -1.38
N -2.25 -1.57 1.40
C 1.63 -1.26 3.48
C 0.21 1.76 -6.18
C -2.34 1.79 0.48
C 1.52 1.07 5.16
H 3.49 -0.33 3.29
H -2.88 1.29 2.55
C 2.44 -0.13 3.08
H 2.38 -0.05 1.99
H -1.71 1.02 -5.37
H -2.20 2.85 0.71
H 1.26 -4.88 -0.44
C -2.16 1.01 1.78
H -1.15 1.19 2.17
H 1.26 2.08 5.51
H -3.37 1.67 0.14
N 3.18 -2.40 0.74
C 0.70 -2.89 0.16
H -0.95 -4.54 1.66
C -1.34 1.36 -0.58
H 1.26 1.68 3.11
H -0.40 -4.48 -0.78
C 0.38 -4.38 -0.03
H -0.24 -6.09 1.17
H 0.98 2.47 -5.90
H -0.23 2.07 -7.13
H -2.13 2.87 -3.84
H 2.88 1.86 3.73
C -0.85 1.65 -5.11
H 0.44 -2.33 -0.75
H 0.76 -4.90 2.02
H -0.35 1.22 -0.15
H 0.06 -2.48 0.95
N 0.45 4.64 -3.74
C 2.09 -2.62 0.47
H -0.43 1.15 -4.22
C -0.04 -5.02 1.29
H 0.69 0.79 -6.35
H 0.56 0.54 5.22
C -1.38 3.00 -4.63
C 2.01 1.19 3.74
H -1.88 3.56 -5.43
C -0.35 3.92 -4.13
C -2.24 -0.43 1.57
N 0.94 -2.12 3.80
H -1.64 0.43 -1.06
```

Output
Maximum force (eV/Å): 1.154
Calculated total energy (eV): -23005.7041
SMILES: CCCC#N.CCCC#N.CCCC#N.CCCC#N
Frontier orbital gap (eV): 11.619
E_HOMO (Eh): -0.412
Energy relative to the best compared isomer or geometry (same formula, charge and spin) (kcal per mole): 3.1

=====

# C17H17N5O4

A cluster of 2 separate species, C17H17N5O4 in total (wB97M-V/def2-TZVPD, the Open Molecules 2025 dataset).

```
43
C17H17N5O4 (wB97M-V/def2-TZVPD)
C 3.25 -1.89 1.65
H 5.24 -1.05 1.51
H -2.22 0.84 2.56
C 3.72 0.45 1.18
H -3.07 -2.64 1.89
H 1.98 1.70 0.84
O -2.13 2.03 -1.94
N -1.07 2.35 -2.45
O -0.95 3.56 -3.19
H -4.81 1.07 1.37
C -4.23 0.31 1.90
H -5.10 -1.64 2.31
H -0.13 -0.21 -1.62
C 2.72 1.11 -3.09
H -4.42 0.44 2.97
N 0.37 3.74 -3.66
C 2.36 0.70 1.06
C 1.89 -1.64 1.55
C 0.56 0.47 -2.10
C 0.17 1.73 -2.50
N -2.25 -0.81 1.23
C 1.42 -0.35 1.19
H -3.27 -2.31 0.16
C 0.03 -0.08 0.96
H 4.43 1.27 1.04
C 1.89 0.17 -2.39
H -5.24 -1.14 0.61
C 4.17 -0.85 1.46
C -3.27 -1.84 1.16
H 3.60 -2.90 1.86
C -4.59 -1.13 1.48
N 2.30 2.31 -3.51
C 1.04 2.62 -3.24
H -0.27 0.96 0.81
O 1.73 -2.00 -1.57
H 1.15 -2.44 1.72
N 2.46 -1.09 -2.01
C -0.96 -1.06 0.98
H 3.75 0.82 -3.31
H -2.53 1.25 0.86
C -2.73 0.50 1.65
O 3.71 -1.23 -2.14
H -0.70 -2.10 0.75
```

Output
Maximum force (eV/Å): 3.456
Calculated total energy (eV): -33536.6477
SMILES: O=[N+]([O-])c1cnc2no[n+]([O-])c2c1.C(=C\N1CCCC1)/c1ccccc1
Frontier orbital gap (eV): 4.978
E_HOMO (Eh): -0.260
Energy relative to the best compared isomer or geometry (same formula, charge and spin) (kcal per mole): 115.1

=====

# C19H16BMnN7O8

A structure of composition C19H16BMnN7O8 (wB97M-V/def2-TZVPD, the Open Molecules 2025 dataset).

```
52
C19H16BMnN7O8 (wB97M-V/def2-TZVPD)
H 1.95 -0.09 -1.97
C 1.25 -0.61 -2.59
N 1.42 -0.50 0.61
C -1.70 3.31 0.00
C -0.19 1.56 3.59
O -2.11 4.48 -0.03
H -0.40 4.62 2.13
H 0.17 1.03 4.46
B -2.16 -1.71 -3.42
H -3.75 0.35 0.41
C 0.25 -1.76 -4.16
C -4.36 -1.53 -2.17
H 2.43 -1.42 -4.30
H 0.54 3.50 4.17
O -1.28 -1.13 1.43
C -1.08 -0.66 2.58
C 1.20 -2.88 1.37
O 3.17 2.61 0.09
H 4.03 2.16 0.52
C -3.80 -0.25 -0.48
H -2.27 -2.91 -3.54
O 5.13 1.64 1.12
H 1.71 -3.69 0.85
H 1.16 -3.10 2.44
N -0.65 -1.38 -3.24
C 2.44 0.42 0.60
N -2.71 -0.47 -1.21
H 3.86 -2.03 1.92
H -4.83 -2.15 -2.92
O 5.76 -0.38 1.91
H -2.55 -1.14 -4.43
N 3.21 -1.38 1.50
Mn -0.76 0.39 -0.35
C -4.89 -0.91 -1.06
C 4.95 0.42 1.41
O 1.11 2.00 -0.48
H -0.06 -2.34 -5.02
C -1.15 2.79 1.34
C 1.50 -1.29 -3.79
C 1.91 -1.59 1.15
C -0.84 0.86 2.59
N -1.30 1.47 1.50
C 3.56 -0.11 1.17
N -3.05 -1.25 -2.23
C 0.00 2.93 3.43
O -1.04 -1.26 3.67
H -5.91 -0.93 -0.71
O -1.69 2.44 -0.91
C -0.51 3.56 2.30
C 2.19 1.75 0.03
N -0.04 -0.68 -2.28
H 0.18 -2.77 1.02
```

Output
Maximum force (eV/Å): 0.708
Calculated total energy (eV): -78778.9908
Expectation value of S²: 8.753
Spin multiplicity: 6
Frontier orbital gap (alpha / beta) (eV): 7.963 / 8.211
E_HOMO (alpha / beta) (Eh): -0.118 / -0.127
Total charge: -2